one:
One molecule with the formula CH2O3S, computed with ωB97M-V with the def2-TZVPD basis set.

```
7
CH2O3S, DFT ωB97M-V with the def2-TZVPD basis set
C 1.04136 0.51020 0.02805
O -1.43869 -0.39102 -0.64764
O -1.48463 1.30787 1.09205
O 1.11897 -0.17962 -1.07759
S -0.79021 0.25650 0.43036
H -0.37483 -0.78206 1.36572
H 1.92804 -0.72187 -1.19096
```

Summary:
* gap between HOMO and LUMO: 8.691 eV
* 2S+1: 1
* LUMO: -1.19 eV



two:
A 2-piece molecular cluster, CH2O3S overall, computed with ωB97M-V with the def2-TZVPD basis set.

```
7
CH2O3S, DFT ωB97M-V with the def2-TZVPD basis set
C -0.14127 1.38847 0.05019
O 0.65964 -1.13396 -0.95025
O 0.00978 -2.44339 1.04194
O -1.21647 1.36639 0.64883
S -0.14904 -2.22435 -0.41388
H 0.75309 1.62503 0.63155
H 0.08425 1.42180 -1.00839
```

Summary:
* gap between HOMO and LUMO: 8.418 eV
* 2S+1: 1
* LUMO: -1.73 eV



three:
One molecule with the formula CH2O3S, computed with ωB97M-V with the def2-TZVPD basis set.

```
7
CH2O3S, DFT ωB97M-V with the def2-TZVPD basis set
C 1.59868 0.41512 -0.21651
O -0.57788 -0.40043 1.46231
O 2.62508 -0.12500 -0.12941
O -1.99695 -0.59188 -0.64870
S -0.29945 -0.73941 0.07076
H 1.37265 1.54023 -0.45156
H -2.72213 -0.09862 -0.08689
```

Summary:
* gap between HOMO and LUMO (alpha / beta): 7.699 / 7.699 eV
* 2S+1: 1
* LUMO (alpha / beta): -1.09 / -1.09 eV



Verdict on stability: two comes out on top.